Formula: C42H119N7O14
Source: the Open Molecules 2025 dataset
Level of theory: wB97M-V/def2-TZVPD

Last column: Löwdin charge in e.
Element x y z (Å)
C: 4.087 -0.842 -2.372  -0.079
C: 5.186 0.049 -2.873  -0.324
O: 4.742 1.367 -3.125  -0.080
H: 3.472 -1.161 -3.175  0.041
H: 3.517 -0.317 -1.531  0.094
H: 4.458 -1.772 -1.955  0.070
H: 5.597 -0.280 -3.887  0.131
H: 6.087 0.004 -2.237  0.101
H: 4.054 1.652 -2.552  0.019
C: 2.379 3.957 -4.073  -0.075
C: 1.529 3.529 -2.904  -0.283
O: 2.364 3.046 -1.832  -0.129
H: 3.032 4.805 -3.996  0.069
H: 1.770 4.280 -4.911  0.063
H: 3.052 3.150 -4.419  0.083
H: 0.841 2.728 -3.169  0.091
H: 0.983 4.358 -2.517  0.101
H: 3.082 3.705 -1.713  0.062
C: -5.442 -0.212 -2.486  -0.067
C: -4.030 -0.779 -2.652  -0.242
O: -3.637 -1.364 -1.354  -0.128
H: -5.795 0.225 -3.411  0.069
H: -5.362 0.550 -1.696  0.078
H: -6.178 -0.934 -2.173  0.065
H: -3.368 0.028 -2.919  0.081
H: -3.938 -1.540 -3.385  0.087
H: -2.936 -0.882 -0.856  0.075
C: -4.858 -5.416 0.189  -0.099
C: -5.296 -4.953 -1.178  -0.298
O: -4.303 -4.021 -1.564  -0.119
H: -5.577 -5.867 0.871  0.065
H: -4.542 -4.547 0.809  0.077
H: -4.019 -6.127 0.072  0.079
H: -6.290 -4.440 -1.074  0.126
H: -5.294 -5.780 -1.879  0.105
H: -4.453 -3.170 -1.170  0.038
C: 2.271 -1.256 -6.109  -0.090
C: 1.048 -1.139 -5.251  -0.339
O: -0.155 -1.046 -6.038  -0.101
H: 2.252 -0.424 -6.865  0.093
H: 2.249 -2.164 -6.689  0.068
H: 3.193 -1.158 -5.530  0.062
H: 1.113 -0.287 -4.578  0.088
H: 1.076 -2.029 -4.603  0.108
H: -0.569 -1.923 -6.246  0.072
C: -2.904 -3.453 4.007  -0.077
C: -2.271 -2.283 3.245  -0.347
O: -2.923 -2.140 2.006  -0.082
H: -2.791 -4.356 3.381  0.068
H: -3.982 -3.251 4.213  0.084
H: -2.276 -3.723 4.906  0.079
H: -1.157 -2.489 3.200  0.098
H: -2.329 -1.346 3.810  0.087
H: -2.415 -2.615 1.372  0.003
C: -3.592 -4.379 -4.718  -0.088
C: -2.556 -4.485 -5.820  -0.331
O: -2.300 -3.250 -6.419  -0.099
H: -3.924 -5.378 -4.399  0.078
H: -4.456 -3.811 -5.044  0.074
H: -3.218 -3.867 -3.824  0.054
H: -2.868 -5.261 -6.559  0.121
H: -1.582 -4.742 -5.438  0.106
H: -2.983 -2.997 -7.089  0.119
C: -2.819 2.255 -6.987  -0.046
C: -1.907 2.946 -5.938  -0.420
C: -2.166 2.406 -4.539  -0.239
O: -1.464 3.204 -3.612  -0.214
C: -1.848 2.946 -2.246  -0.073
N: -0.483 2.835 -6.296  0.057
H: -2.462 2.566 -7.951  0.065
H: -3.832 2.596 -6.834  0.071
H: -2.592 1.185 -6.862  0.080
H: -2.166 4.015 -5.840  0.140
H: -1.859 1.370 -4.460  0.103
H: -3.266 2.378 -4.268  0.133
H: -1.633 1.895 -1.980  0.070
H: -2.942 3.130 -2.131  0.099
H: -1.349 3.658 -1.648  0.064
H: 0.120 3.108 -5.545  0.022
H: -0.162 1.917 -6.656  0.084
C: 0.477 5.879 1.676  -0.068
C: 0.232 4.407 1.732  -0.473
C: 0.617 3.797 3.076  -0.201
O: 2.039 3.877 3.225  -0.218
C: 2.530 3.507 4.527  -0.098
N: -1.178 4.321 1.537  0.032
H: 0.007 6.217 0.751  0.080
H: 1.523 6.181 1.600  0.077
H: -0.054 6.375 2.477  0.081
H: 0.719 3.823 0.905  0.149
H: 0.343 2.706 3.050  0.115
H: 0.149 4.257 3.932  0.107
H: 2.136 2.516 4.881  0.089
H: 2.206 4.196 5.298  0.075
H: 3.606 3.443 4.613  0.073
H: -1.705 4.941 2.172  0.087
H: -1.565 3.357 1.707  0.065
C: -3.120 0.933 6.219  -0.069
C: -2.438 1.507 4.958  -0.448
C: -3.340 1.461 3.733  -0.204
O: -2.486 1.495 2.608  -0.236
C: -3.234 1.368 1.385  -0.071
N: -1.986 2.853 5.102  0.053
H: -3.905 1.560 6.633  0.071
H: -2.359 0.899 6.998  0.059
H: -3.628 -0.078 6.187  0.095
H: -1.537 0.886 4.711  0.133
H: -3.952 2.371 3.667  0.128
H: -3.915 0.527 3.643  0.130
H: -4.077 2.093 1.390  0.106
H: -3.559 0.334 1.299  0.080
H: -2.647 1.626 0.576  0.042
H: -2.772 3.516 4.961  0.100
H: -1.622 2.976 6.014  0.064
C: -0.112 -5.214 -1.192  -0.047
C: -0.533 -4.534 0.096  -0.397
C: 0.659 -4.001 0.861  -0.225
O: 1.452 -3.191 0.002  -0.217
C: 2.611 -2.737 0.736  -0.079
N: -1.308 -3.308 -0.166  0.081
H: 0.546 -6.082 -1.084  0.081
H: 0.419 -4.495 -1.811  0.073
H: -0.982 -5.635 -1.740  0.084
H: -1.094 -5.135 0.785  0.131
H: 1.319 -4.873 1.211  0.149
H: 0.312 -3.395 1.736  0.097
H: 2.285 -2.120 1.633  0.068
H: 3.241 -2.245 0.027  0.053
H: 3.160 -3.662 1.071  0.105
H: -0.625 -2.749 -0.656  0.054
H: -2.051 -3.539 -0.793  0.055
C: 3.435 -1.362 5.026  -0.043
C: 2.310 -2.298 5.463  -0.419
C: 1.119 -1.499 6.013  -0.233
O: 0.164 -2.371 6.568  -0.172
C: -0.883 -1.638 7.183  -0.099
N: 1.921 -3.220 4.374  0.046
H: 3.679 -0.652 5.769  0.062
H: 3.049 -0.792 4.193  0.047
H: 4.275 -1.966 4.687  0.084
H: 2.527 -2.932 6.315  0.134
H: 0.778 -0.842 5.225  0.115
H: 1.551 -0.902 6.822  0.125
H: -0.567 -0.927 7.913  0.079
H: -1.595 -2.283 7.637  0.084
H: -1.378 -1.080 6.388  0.054
H: 1.427 -2.732 3.602  0.041
H: 1.210 -3.907 4.698  0.082
C: 1.939 0.570 1.809  -0.047
C: 0.599 0.371 1.132  -0.388
C: 0.661 0.155 -0.355  -0.185
O: -0.631 -0.150 -0.894  -0.211
C: -0.441 -0.541 -2.258  -0.100
N: -0.092 -0.753 1.812  0.108
H: 2.609 -0.304 1.637  0.061
H: 1.730 0.495 2.877  0.061
H: 2.358 1.529 1.506  0.072
H: -0.050 1.283 1.133  0.129
H: 1.386 -0.659 -0.619  0.111
H: 0.929 1.107 -0.845  0.125
H: -0.285 0.320 -2.933  0.080
H: -1.328 -1.088 -2.596  0.083
H: 0.381 -1.277 -2.304  0.085
H: -0.767 -0.430 2.482  0.044
H: -0.611 -1.285 1.175  0.016
C: 6.163 3.350 -0.646  -0.050
C: 5.039 3.176 0.387  -0.476
C: 5.491 3.028 1.851  -0.195
O: 6.535 2.107 2.223  -0.173
C: 6.047 0.778 2.017  -0.093
N: 4.160 4.305 0.307  0.041
H: 5.763 3.654 -1.623  0.073
H: 6.719 2.467 -0.931  0.066
H: 6.917 4.085 -0.341  0.083
H: 4.491 2.262 0.091  0.122
H: 4.487 2.776 2.346  0.119
H: 5.916 3.967 2.223  0.130
H: 5.866 0.624 0.967  0.070
H: 5.112 0.645 2.513  0.059
H: 6.787 0.068 2.418  0.100
H: 3.471 4.238 1.067  0.066
H: 4.783 5.129 0.502  0.110

Cartesian forces, eV/Å:
-0.08 0.37 1.65
1.12 -0.10 -1.58
1.22 -0.13 -0.96
-1.10 0.13 -0.62
0.49 -0.66 -1.24
0.38 -0.11 0.22
-0.69 0.05 1.20
-0.38 0.36 0.28
-1.14 0.22 1.07
0.20 -0.75 -1.36
1.41 -0.20 0.40
0.50 0.08 -0.23
0.32 0.62 1.09
-0.40 -0.29 -0.30
-0.51 0.07 0.13
0.09 0.05 -0.01
-0.81 0.68 0.15
-0.56 -0.37 0.38
0.83 0.26 0.25
-0.41 0.39 2.26
0.30 0.45 -0.38
-0.04 0.30 -0.24
-0.28 -0.06 -0.35
-0.06 -0.49 0.14
0.41 0.31 -0.06
-0.05 -0.83 -0.64
-0.65 -0.21 -0.86
0.62 -0.31 1.40
-0.38 1.15 1.46
0.20 -0.79 -1.46
-0.51 -0.46 -0.49
0.19 -0.36 -0.67
-0.22 0.46 0.27
0.59 -0.63 -0.56
-0.28 0.12 -0.28
-0.03 0.85 0.41
0.12 1.67 -1.21
-0.32 -1.05 0.00
-0.06 -0.62 0.26
0.18 -0.59 0.65
0.16 -0.51 -0.05
-0.07 -0.18 -0.06
-0.19 0.29 -0.21
-0.58 0.08 0.05
0.65 0.95 0.51
0.69 -0.35 0.42
0.71 -0.92 0.94
-0.47 1.15 1.05
-0.41 0.37 0.03
0.86 -0.34 0.10
-0.99 0.60 -0.45
-1.10 0.19 -0.48
-0.31 0.01 -0.04
0.88 -0.80 -1.53
0.20 -0.26 0.60
-0.62 -0.80 -0.12
-0.51 1.57 -1.65
0.04 0.26 -0.08
-0.26 -0.03 -0.24
0.06 -0.13 -0.23
0.29 0.52 0.33
0.23 -0.60 0.36
0.76 -0.47 1.00
1.85 0.36 1.23
0.03 -0.06 0.24
-1.21 -0.06 0.41
-0.30 -0.04 0.71
-1.11 -0.68 -1.64
-0.26 -0.48 -0.98
-0.03 0.09 -0.58
-0.41 -0.49 -0.01
-0.79 0.08 -0.24
0.24 -0.22 -0.41
0.40 -0.58 -0.08
0.73 0.38 -0.40
0.05 0.46 0.16
0.51 -0.20 -0.06
0.76 0.52 0.82
0.14 0.11 0.41
-0.74 0.69 0.50
0.84 0.63 -1.31
0.26 -0.47 0.55
1.19 -1.60 -0.44
1.03 -0.15 0.76
-1.36 -0.89 0.06
-2.70 -1.75 0.07
0.02 0.18 -0.05
-0.03 -0.05 0.46
0.16 0.18 0.45
-0.08 0.65 0.64
-0.06 0.79 0.25
-0.50 0.34 0.16
0.15 0.49 -0.63
-0.24 0.55 0.07
0.29 0.17 -0.75
0.55 -0.39 -0.38
0.68 1.25 -0.07
-0.40 -0.68 0.45
-0.68 -1.58 -0.42
0.78 -0.44 -0.59
0.21 0.19 -1.15
-1.31 0.00 2.27
-0.69 1.29 -0.63
-0.10 0.55 -0.29
0.01 -0.18 0.17
0.96 0.86 -0.52
-0.71 0.21 0.22
-0.51 -0.29 0.36
-0.28 0.32 0.45
0.16 -0.56 0.05
-0.37 -0.09 -0.16
1.65 0.42 -1.62
0.78 -0.58 0.36
0.46 0.47 0.97
-0.54 -1.04 -0.49
0.58 1.24 0.11
1.25 -1.25 0.75
0.34 0.34 0.76
-0.91 -1.48 0.79
0.18 -0.56 0.38
0.11 0.18 0.43
-0.10 0.03 -0.16
0.30 0.59 0.23
-0.35 -0.73 0.18
-0.85 1.05 -0.16
0.29 -0.50 -0.51
0.57 -0.78 -1.19
0.28 0.73 -0.19
-0.36 0.90 0.05
-0.28 0.73 -0.32
-0.72 0.11 -0.63
-0.99 -1.34 -0.72
-1.45 -0.43 -0.03
1.49 -0.27 0.38
-0.19 0.11 0.18
0.07 0.09 -1.64
-0.87 -0.20 -0.39
0.57 0.56 1.00
0.05 0.17 -0.50
0.18 0.24 0.10
0.82 -0.23 0.06
-0.81 0.28 -0.29
-0.19 0.44 0.10
0.70 0.51 0.68
-0.42 -0.85 0.27
-0.32 0.16 0.02
0.55 0.00 0.64
0.82 0.71 0.02
-0.13 -0.47 -0.16
-1.76 -0.05 0.06
0.62 -0.11 -0.71
0.31 -0.59 -0.41
-0.45 -0.54 0.15
1.45 0.83 0.50
-0.31 0.98 -0.33
0.15 0.62 0.12
0.42 -0.04 0.27
0.51 -0.26 0.88
-0.56 0.55 0.09
0.68 -0.30 0.21
0.22 -0.27 0.34
-0.02 0.27 0.12
0.00 0.47 -0.22
-0.12 0.49 0.23
-0.89 -0.87 -1.27
0.13 0.34 -0.43
1.39 -1.42 -0.78
-0.18 -0.28 0.76
-1.46 -0.38 -0.67
1.33 0.38 0.18
0.21 1.43 0.36
-0.21 0.24 0.37
0.04 -0.57 0.55
-0.22 0.07 0.11
-0.06 0.32 0.17
1.43 0.31 0.13
-0.54 0.17 -0.17
0.13 -0.39 -0.60
-0.85 -0.16 0.67
-0.27 0.29 -0.29
0.16 0.32 -0.27
-1.18 -0.72 -0.16

Values from the calculation:
HOMO	-0.3202	Eh
HOMO-LUMO gap	9.3	eV
F_max	0.0626	hartree/bohr
ΔE to the lowest compared entry with this formula, charge and spin	2.281	eV
total charge	0